(1)
C45H62Cl2N5O4Sn as an isolated structure. Source: the Open Molecules 2025 dataset; level of theory: ωB97M-V/def2-TZVPD.

Values from the calculation:
Net charge: -1
Electronic energy (eV): -94192.77461

Each line ends with the Löwdin charge.
Geometry (Å):
Sn 0.536 -0.743 -1.373  1.5404
C -1.570 -2.637 0.710  -0.0905
N -0.206 -2.158 0.869  -0.3254
C 0.732 -3.267 0.822  -0.1142
C -0.032 -1.404 2.106  -0.1734
C -0.692 -0.030 2.051  -0.1428
N -0.164 0.762 0.950  -0.1721
C -1.156 1.715 0.426  -0.1544
C -2.532 1.169 0.155  -0.1534
C -3.624 1.799 0.733  0.0039
C -4.926 1.457 0.400  -0.1816
C -5.077 0.418 -0.514  -0.0073
C -4.026 -0.274 -1.103  -0.0751
C -2.696 0.131 -0.792  -0.3137
O -1.641 -0.388 -1.347  -0.2836
C -4.415 -1.369 -2.114  -0.5167
C -5.445 -2.321 -1.479  -0.0565
C -5.042 -0.690 -3.345  -0.0323
C -3.264 -2.245 -2.614  -0.0457
C -6.160 2.185 0.929  -0.5618
C -6.917 2.826 -0.246  -0.0520
C -7.092 1.193 1.642  -0.0546
C -5.792 3.298 1.912  -0.0759
C 1.023 1.539 1.325  -0.1432
C 2.179 0.798 1.940  -0.1588
C 2.616 1.158 3.203  0.0003
C 3.750 0.592 3.770  -0.1840
C 4.407 -0.372 3.013  -0.0143
C 4.009 -0.791 1.746  -0.0779
C 2.866 -0.166 1.163  -0.3351
O 2.414 -0.424 -0.030  -0.3245
C 4.856 -1.919 1.119  -0.5250
C 6.306 -1.427 0.958  -0.0498
C 4.816 -3.134 2.061  -0.0499
C 4.413 -2.425 -0.259  -0.0522
C 4.295 0.982 5.143  -0.5622
C 4.346 -0.255 6.054  -0.0543
C 3.425 2.037 5.830  -0.0758
C 5.710 1.560 4.996  -0.0533
H -1.883 -3.265 1.563  0.0952
H -1.637 -3.234 -0.201  0.0776
H -2.261 -1.801 0.610  0.0733
H 0.556 -3.997 1.630  0.0937
H 1.750 -2.882 0.912  0.0522
H 0.640 -3.780 -0.137  0.0867
H 1.036 -1.270 2.262  0.1034
H -0.436 -1.958 2.974  0.1276
H -0.550 0.470 3.024  0.1332
H -1.765 -0.148 1.893  0.1117
H -0.743 2.107 -0.512  0.0746
H -1.264 2.565 1.121  0.1209
H -3.431 2.594 1.445  0.1015
H -6.087 0.141 -0.795  0.0945
H -6.390 -1.825 -1.249  0.0677
H -5.052 -2.744 -0.552  0.0860
H -5.661 -3.140 -2.170  0.0776
H -5.892 -0.064 -3.067  0.0760
H -5.388 -1.442 -4.061  0.0840
H -4.301 -0.060 -3.841  0.0800
H -2.740 -2.726 -1.787  0.0631
H -2.539 -1.661 -3.168  0.0526
H -3.670 -3.020 -3.273  0.0876
H -7.250 2.072 -0.960  0.0740
H -6.269 3.527 -0.775  0.0892
H -7.797 3.366 0.116  0.0775
H -7.417 0.406 0.962  0.0722
H -7.982 1.705 2.020  0.0777
H -6.576 0.723 2.482  0.0864
H -5.137 4.030 1.436  0.0827
H -5.287 2.896 2.792  0.0839
H -6.697 3.814 2.242  0.0784
H 0.730 2.334 2.034  0.1191
H 1.370 2.029 0.406  0.1336
H 2.053 1.919 3.732  0.1007
H 5.287 -0.837 3.444  0.0939
H 6.759 -1.152 1.912  0.0706
H 6.321 -0.553 0.304  0.0827
H 6.918 -2.208 0.498  0.0805
H 5.151 -2.885 3.069  0.0692
H 5.451 -3.938 1.678  0.0804
H 3.793 -3.510 2.134  0.0798
H 4.550 -1.666 -1.023  0.0678
H 3.366 -2.717 -0.271  0.0597
H 5.023 -3.293 -0.524  0.0841
H 3.346 -0.679 6.167  0.0879
H 4.724 0.013 7.044  0.0772
H 4.996 -1.027 5.641  0.0724
H 2.394 1.693 5.930  0.0827
H 3.428 2.973 5.269  0.0836
H 3.812 2.240 6.831  0.0790
H 6.382 0.851 4.511  0.0736
H 6.125 1.807 5.978  0.0784
H 5.686 2.469 4.392  0.0863
Cl -3.829 1.786 -7.174  0.6147
C -2.668 1.465 -5.914  -0.6961
C -2.428 2.445 -4.942  -0.1365
C -1.477 2.219 -3.988  -0.5633
Cl -1.177 3.421 -2.782  0.7266
C -0.700 1.006 -3.899  -0.4065
O 0.245 0.925 -3.061  -0.2178
C -1.078 -0.006 -4.850  -0.1349
C -0.603 -1.366 -4.783  -0.2563
O -0.032 -1.933 -3.867  -0.0713
C -2.014 0.268 -5.863  -0.0923
H -2.984 3.372 -4.945  0.1015
H -0.852 -1.960 -5.690  0.1236
H -2.236 -0.503 -6.591  0.1081
N 5.777 1.664 -2.574  0.1194
C 4.860 0.961 -3.313  -0.3748
C 3.726 0.390 -2.707  -0.0894
N 2.892 -0.372 -3.383  0.0670
C 3.137 -0.546 -4.684  -0.1337
C 4.238 0.032 -5.281  -0.1385
N 5.113 0.777 -4.604  0.1044
H 5.482 2.028 -1.686  0.0907
H 6.456 2.196 -3.090  0.0865
H 3.497 0.544 -1.655  0.0914
H 2.431 -1.149 -5.241  0.0954
H 4.445 -0.103 -6.337  0.0955


(2)
A 5-piece molecular cluster, C45H62N8O3 overall in a non-equilibrium geometry. Source: the Open Molecules 2025 dataset; level of theory: ωB97M-V/def2-TZVPD.

Values from the calculation:
Net charge: +6
Energy relative to the best compared isomer or geometry (same formula, charge and spin) (kcal/mol): 19.30

Each line ends with the Löwdin charge.
Geometry (Å):
N 5.153 5.873 -9.913  -0.7793
O 5.435 5.882 -8.762  -0.1022
O 4.030 5.504 -10.245  -0.0847
O 5.919 6.322 -10.684  -0.0327
C 4.761 13.180 -8.373  -0.0800
C 4.741 14.581 -9.075  -0.2063
C 4.838 15.823 -8.084  -0.0809
N 4.326 17.114 -8.822  -0.2195
C 2.797 17.186 -8.932  -0.1244
C 2.185 18.462 -9.333  -0.1940
C 2.449 19.567 -8.325  -0.1323
C 4.064 19.643 -8.156  -0.1242
C 4.838 18.284 -7.927  -0.1027
C 5.121 17.316 -10.203  0.0626
H 3.754 12.894 -8.067  0.0676
H 5.317 13.269 -7.440  0.0691
H 5.091 12.393 -9.051  0.0779
H 3.812 14.661 -9.639  0.0922
H 5.486 14.674 -9.865  0.0981
H 5.847 15.988 -7.706  0.1328
H 4.105 15.743 -7.282  0.1202
H 2.438 16.756 -7.996  0.1420
H 2.566 16.484 -9.734  0.1262
H 1.111 18.278 -9.338  0.1320
H 2.408 18.799 -10.345  0.1330
H 2.113 19.314 -7.319  0.1151
H 2.200 20.573 -8.663  0.1223
H 4.252 20.347 -7.345  0.1166
H 4.497 20.071 -9.060  0.1005
H 4.672 18.004 -6.887  0.1242
H 5.905 18.420 -8.103  0.1286
H 6.183 17.079 -10.152  0.1093
H 4.990 18.346 -10.537  0.0993
H 4.635 16.609 -10.875  0.0945
C -10.233 5.517 -7.464  0.0741
N -8.751 5.786 -7.336  -0.0785
C -8.277 7.020 -7.522  0.0373
C -6.923 7.313 -7.252  0.0747
C -6.071 6.291 -6.817  -0.1566
C -6.564 4.984 -6.739  0.0702
C -7.945 4.762 -6.976  0.0523
C -4.683 6.615 -6.425  -0.1418
C -4.368 7.384 -5.317  0.0776
C -3.019 7.665 -4.991  0.0431
N -2.040 7.069 -5.672  -0.0985
C -2.290 6.159 -6.676  0.0504
C -3.636 5.900 -7.091  0.0861
C -0.621 7.212 -5.241  0.0455
H -10.374 5.699 -8.529  0.1206
H -10.752 6.248 -6.844  0.1188
H -10.552 4.526 -7.139  0.1156
H -8.971 7.664 -8.041  0.1624
H -6.590 8.330 -7.394  0.1417
H -5.960 4.150 -6.414  0.1370
H -8.392 3.780 -6.922  0.1533
H -5.254 7.892 -4.966  0.1417
H -2.602 8.399 -4.318  0.1520
H -1.494 5.680 -7.227  0.1470
H -3.847 5.235 -7.915  0.1367
H -0.508 6.455 -4.465  0.1147
H -0.521 8.173 -4.736  0.1053
H 0.026 7.169 -6.117  0.1170
C 13.910 -1.756 -11.413  0.0302
N 13.891 -0.301 -11.381  -0.0657
C 13.871 0.473 -12.539  0.0676
C 13.582 1.827 -12.507  0.0630
C 13.270 2.386 -11.237  -0.0859
C 13.301 1.562 -10.080  0.0358
C 13.538 0.233 -10.181  0.0068
C 12.850 3.830 -11.038  -0.0936
C 13.542 4.797 -11.843  0.0494
C 13.239 6.122 -11.790  0.0237
N 12.252 6.553 -10.960  -0.0796
C 11.539 5.721 -10.201  0.0364
C 11.824 4.329 -10.234  0.0623
C 12.079 8.018 -10.721  0.0649
H 14.249 -2.262 -10.510  0.1183
H 14.549 -2.007 -12.260  0.1196
H 12.857 -2.033 -11.473  0.1234
H 13.991 -0.047 -13.478  0.1575
H 13.365 2.375 -13.412  0.1424
H 13.162 1.968 -9.089  0.1357
H 13.342 -0.403 -9.330  0.1583
H 14.437 4.542 -12.391  0.1407
H 13.836 6.872 -12.288  0.1592
H 10.803 6.078 -9.496  0.1557
H 11.273 3.708 -9.544  0.1292
H 12.773 8.327 -9.939  0.1196
H 11.047 8.167 -10.402  0.1133
H 12.379 8.424 -11.686  0.1111
C 7.092 6.252 -0.823  0.0395
N 6.337 5.094 -1.322  -0.0791
C 5.772 4.246 -0.499  0.0153
C 5.060 3.125 -0.972  0.0884
C 5.116 2.822 -2.374  -0.1177
C 5.801 3.725 -3.219  0.0529
C 6.515 4.770 -2.671  0.0567
C 4.265 1.739 -2.877  -0.1235
C 4.445 0.483 -2.300  0.0597
C 3.762 -0.611 -2.840  0.0543
N 2.979 -0.416 -3.944  -0.0481
C 2.864 0.831 -4.575  0.0386
C 3.511 1.908 -4.077  0.0470
C 2.137 -1.588 -4.368  0.0385
H 6.762 6.552 0.172  0.1207
H 6.867 7.031 -1.552  0.1086
H 8.170 6.186 -0.966  0.1232
H 5.792 4.505 0.549  0.1599
H 4.490 2.612 -0.211  0.1391
H 5.877 3.441 -4.258  0.1401
H 7.042 5.505 -3.261  0.1526
H 5.114 0.235 -1.490  0.1453
H 3.823 -1.597 -2.403  0.1599
H 2.261 0.812 -5.471  0.1508
H 3.464 2.826 -4.644  0.1405
H 1.234 -1.715 -3.771  0.1172
H 2.706 -2.517 -4.325  0.1134
H 1.815 -1.488 -5.404  0.1059


Q: What is the net charge in the second record?
A: +6